This record from the Open Molecules 2025 dataset describes a structure of composition C27H63N9O13SV in a non-equilibrium geometry. The level of theory is ωB97M-V with the def2-TZVPD basis set.

Summary:
F_max, eV/A: 2.89
Energy above the lowest of the compared OMol25 structures with the same formula, charge and spin, kJ/mol: 0.0
Total charge: 0
2S+1: 4
Molecular weight, Da: 804.86
Expectation value of S²: 3.7568

The geometry in XYZ format:
```
114
C27H63N9O13SV (ωB97M-V with the def2-TZVPD basis set)
V -1.490 1.878 1.441
S -0.636 -0.161 -0.223
O -1.580 -0.720 -1.196
O 0.621 -0.892 -0.220
O -0.501 1.318 -0.443
O -1.205 -0.080 1.157
C 4.024 0.516 -2.438
O 5.205 0.591 -2.710
N 3.026 1.043 -3.194
C 3.339 1.644 -4.466
C 1.671 1.130 -2.667
H 3.623 -0.011 -1.557
H 2.578 1.308 -5.178
H 4.284 1.300 -4.879
H 3.399 2.734 -4.438
H 1.599 0.560 -1.748
H 1.340 2.158 -2.511
H 1.033 0.706 -3.450
C 1.215 0.771 2.971
O 0.403 1.610 2.556
N 1.641 0.688 4.223
C 2.938 0.091 4.575
C 1.041 1.528 5.239
H 1.772 0.093 2.308
H 2.815 -0.403 5.534
H 3.665 0.903 4.558
H 3.231 -0.627 3.808
H 0.039 1.878 5.001
H 0.903 1.013 6.191
H 1.658 2.414 5.408
C 3.180 -2.096 0.973
O 3.627 -1.287 1.790
N 3.943 -2.812 0.138
C 3.311 -3.631 -0.881
C 5.362 -2.575 -0.015
H 2.113 -2.314 0.886
H 2.254 -3.449 -1.040
H 3.420 -4.698 -0.674
H 3.826 -3.428 -1.826
H 5.520 -1.949 -0.902
H 5.762 -2.147 0.896
H 5.860 -3.514 -0.267
C -2.349 0.386 -4.012
O -2.884 1.484 -3.968
N -2.773 -0.623 -4.803
C -3.931 -0.466 -5.654
C -2.132 -1.917 -4.747
H -1.475 0.072 -3.428
H -3.667 -0.696 -6.691
H -4.348 0.533 -5.617
H -4.705 -1.192 -5.384
H -2.799 -2.766 -4.896
H -1.372 -1.985 -5.533
H -1.641 -2.081 -3.787
C -3.943 0.907 -0.664
O -3.378 1.624 0.165
N -4.964 0.100 -0.388
C -5.584 0.049 0.921
C -5.627 -0.653 -1.449
H -3.641 0.929 -1.715
H -4.998 0.648 1.613
H -5.681 -0.962 1.305
H -6.559 0.541 0.843
H -5.014 -0.657 -2.349
H -5.734 -1.694 -1.147
H -6.588 -0.165 -1.617
C 3.197 3.635 2.369
O 3.862 4.327 3.117
N 3.669 3.093 1.220
C 2.800 2.275 0.394
C 5.034 3.192 0.788
H 2.142 3.362 2.516
H 3.046 1.209 0.457
H 2.926 2.569 -0.652
H 1.744 2.402 0.628
H 5.579 3.902 1.408
H 5.565 2.238 0.811
H 5.098 3.594 -0.227
C -0.289 -3.984 0.281
O 0.734 -4.516 0.700
N -1.497 -4.166 0.871
C -2.629 -3.350 0.485
C -1.728 -5.181 1.868
H -0.297 -3.260 -0.544
H -3.509 -3.985 0.332
H -2.444 -2.744 -0.399
H -2.875 -2.676 1.314
H -2.092 -4.666 2.767
H -2.547 -5.857 1.606
H -0.830 -5.745 2.090
C -1.373 -2.130 3.797
O -2.432 -1.930 4.366
N -0.281 -2.688 4.378
C 0.941 -2.931 3.641
C -0.301 -3.025 5.781
H -1.244 -1.957 2.716
H 1.194 -3.994 3.633
H 1.752 -2.388 4.133
H 0.873 -2.637 2.599
H 0.715 -2.956 6.182
H -0.958 -2.357 6.329
H -0.569 -4.073 5.950
C -1.047 6.126 -1.778
O -0.582 7.162 -2.202
N -2.166 5.497 -2.196
C -3.022 6.150 -3.177
C -2.476 4.139 -1.775
H -0.576 5.596 -0.926
H -3.938 6.532 -2.727
H -3.299 5.446 -3.964
H -2.419 6.923 -3.647
H -2.651 3.484 -2.631
H -1.561 3.694 -1.373
H -3.276 4.148 -1.037
```



This record from the Open Molecules 2025 dataset describes a structure of composition C27H63N9O9Y in a non-equilibrium geometry. The level of theory is ωB97M-V with the def2-TZVPD basis set.

Summary:
F_max, eV/A: 1.29
Energy above the lowest of the compared OMol25 structures with the same formula, charge and spin, kJ/mol: 0.0
Total charge: +3
Molecular weight, Da: 746.76

The geometry in XYZ format:
```
109
C27H63N9O9Y (ωB97M-V with the def2-TZVPD basis set)
Y 14.117 -15.061 22.630
C 10.676 -16.222 23.231
O 11.770 -15.878 22.804
N 9.559 -16.312 22.522
C 8.281 -16.531 23.195
C 9.506 -16.070 21.091
H 10.552 -16.459 24.298
H 8.436 -17.120 24.095
H 7.627 -17.112 22.551
H 7.831 -15.570 23.433
H 10.477 -15.741 20.729
H 9.175 -16.965 20.564
H 8.779 -15.281 20.875
C 16.745 -16.385 20.348
O 16.196 -15.638 21.154
N 18.014 -16.308 19.975
C 18.589 -17.248 19.023
C 18.911 -15.277 20.455
H 16.231 -17.213 19.840
H 17.821 -17.885 18.589
H 19.357 -17.868 19.482
H 19.024 -16.697 18.185
H 19.812 -15.751 20.856
H 19.260 -14.676 19.610
H 18.417 -14.670 21.203
C 17.243 -14.862 24.353
O 16.171 -14.797 23.755
N 17.462 -14.403 25.579
C 16.376 -13.905 26.358
C 18.670 -14.758 26.303
H 18.123 -15.357 23.929
H 16.735 -13.139 27.044
H 15.875 -14.712 26.895
H 15.663 -13.396 25.709
H 19.442 -15.161 25.649
H 19.123 -13.854 26.727
H 18.481 -15.444 27.127
C 15.075 -18.389 22.735
O 14.767 -17.245 23.065
N 14.401 -19.475 23.052
C 14.690 -20.769 22.441
C 13.197 -19.427 23.847
H 15.943 -18.600 22.100
H 14.777 -21.533 23.210
H 15.586 -20.723 21.829
H 13.853 -21.048 21.794
H 13.015 -18.438 24.256
H 12.334 -19.741 23.255
H 13.290 -20.108 24.698
C 12.890 -12.275 24.546
O 13.473 -13.166 23.931
N 12.669 -11.058 24.094
C 11.994 -10.063 24.896
C 13.107 -10.644 22.792
H 12.540 -12.408 25.580
H 11.134 -9.640 24.376
H 12.681 -9.253 25.146
H 11.610 -10.512 25.811
H 13.757 -9.766 22.899
H 13.693 -11.428 22.317
H 12.286 -10.347 22.138
C 16.260 -12.582 21.261
O 15.233 -13.138 21.647
N 16.866 -11.598 21.889
C 16.409 -11.133 23.195
C 18.099 -11.033 21.392
H 16.759 -12.911 20.343
H 15.554 -11.722 23.510
H 16.114 -10.084 23.123
H 17.236 -11.214 23.901
H 18.851 -11.037 22.178
H 18.433 -11.570 20.509
H 17.939 -9.997 21.077
C 12.051 -13.162 20.385
O 12.626 -13.725 21.313
N 10.832 -12.632 20.457
C 10.183 -12.034 19.296
C 10.028 -12.737 21.674
H 12.508 -13.051 19.392
H 9.714 -11.096 19.593
H 9.409 -12.699 18.908
H 10.900 -11.823 18.507
H 9.923 -11.761 22.152
H 9.042 -13.137 21.435
H 10.518 -13.406 22.378
C 13.141 -16.089 25.920
O 13.650 -15.628 24.907
N 13.753 -16.883 26.815
C 13.225 -17.048 28.172
C 15.106 -17.316 26.618
H 12.104 -15.865 26.203
H 12.252 -16.578 28.269
H 13.912 -16.584 28.882
H 13.169 -18.108 28.421
H 15.491 -16.978 25.657
H 15.785 -16.940 27.387
H 15.160 -18.409 26.615
C 13.167 -16.575 19.557
O 13.517 -16.260 20.686
N 12.585 -17.730 19.238
C 12.215 -18.058 17.847
C 12.418 -18.771 20.226
H 13.329 -15.937 18.673
H 11.328 -18.688 17.855
H 13.020 -18.600 17.349
H 11.958 -17.168 17.277
H 11.394 -18.810 20.600
H 12.707 -19.728 19.797
H 13.032 -18.545 21.099
```



This record from the Open Molecules 2025 dataset describes a cluster of 7 separate species, C27H64BIN8O12P in total in a non-equilibrium geometry. The level of theory is ωB97M-V with the def2-TZVPD basis set.

Summary:
F_max, eV/A: 2.80
Total charge: -1
Molecular weight, Da: 861.54

The geometry in XYZ format:
```
114
C27H64BIN8O12P (ωB97M-V with the def2-TZVPD basis set)
C 6.425 2.940 0.858
C 5.738 1.564 0.866
C 4.339 1.629 0.272
C 3.228 1.915 1.301
N 2.196 0.865 1.308
C 0.996 1.085 0.542
I 1.217 2.290 -1.273
O -0.012 1.700 1.222
B -1.254 1.072 0.702
O -2.536 1.536 1.262
C -3.358 1.963 0.203
C -4.725 2.501 0.717
C -4.849 2.498 2.211
O -4.925 3.844 0.244
O -0.902 -0.379 0.878
C 0.328 -0.362 0.277
P 1.319 -1.841 0.675
N 1.501 -2.092 2.196
O 2.730 -1.748 -0.115
O 0.504 -3.059 -0.047
H 5.645 3.690 0.945
H 7.150 3.033 1.663
H 6.948 3.119 -0.065
H 6.326 0.941 0.201
H 5.770 1.097 1.846
H 4.279 2.376 -0.512
H 4.120 0.675 -0.198
H 2.828 2.923 1.218
H 3.710 1.863 2.275
H 1.895 0.681 2.259
H -1.436 1.127 -0.516
H -2.884 2.795 -0.315
H -3.582 1.147 -0.482
H -5.527 1.887 0.306
H -4.597 1.535 2.625
H -5.894 2.692 2.457
H -4.280 3.295 2.667
H -4.770 3.802 -0.711
H 0.119 -0.380 -0.820
H 1.077 -2.982 2.438
H 2.527 -1.449 -1.021
H 0.031 -2.666 -0.803
C -1.714 1.332 -3.946
O -2.642 0.642 -3.570
N -1.646 1.904 -5.169
C -0.520 2.717 -5.572
C -2.745 1.687 -6.093
H -0.833 1.558 -3.319
H -0.856 3.728 -5.819
H -0.038 2.282 -6.451
H 0.207 2.776 -4.764
H -3.671 2.059 -5.652
H -2.863 0.621 -6.284
H -2.559 2.203 -7.031
C -6.441 0.700 -7.988
O -5.263 0.907 -8.202
N -6.908 -0.086 -7.001
C -8.325 -0.297 -6.789
C -5.951 -0.740 -6.119
H -7.242 1.154 -8.599
H -8.608 0.042 -5.790
H -8.562 -1.359 -6.882
H -8.902 0.258 -7.526
H -5.336 0.005 -5.613
H -5.292 -1.385 -6.701
H -6.480 -1.333 -5.379
C 0.906 -6.719 3.589
O 1.487 -7.392 4.433
N 1.279 -6.633 2.302
C 0.548 -5.805 1.356
C 2.438 -7.377 1.852
H 0.018 -6.108 3.818
H 0.165 -6.428 0.543
H 1.209 -5.048 0.943
H -0.288 -5.313 1.848
H 2.284 -8.445 2.018
H 3.320 -7.069 2.414
H 2.602 -7.194 0.792
C -1.615 -4.233 5.571
O -1.498 -4.921 4.573
N -1.045 -4.502 6.757
C -1.223 -3.637 7.904
C -0.223 -5.698 6.888
H -2.215 -3.308 5.577
H -0.255 -3.259 8.240
H -1.690 -4.192 8.722
H -1.857 -2.793 7.644
H 0.610 -5.666 6.188
H -0.817 -6.584 6.661
H 0.160 -5.768 7.903
C 6.607 1.056 -2.695
O 6.743 1.987 -1.930
N 7.049 1.034 -3.969
C 6.852 -0.111 -4.833
C 7.742 2.202 -4.482
H 6.091 0.125 -2.398
H 7.817 -0.502 -5.163
H 6.268 0.178 -5.710
H 6.319 -0.895 -4.299
H 8.631 2.401 -3.881
H 7.092 3.076 -4.425
H 8.033 2.032 -5.515
C -1.464 4.236 6.236
O -1.235 5.159 7.003
N -1.186 4.236 4.926
C -1.485 3.100 4.061
C -0.564 5.411 4.347
H -1.934 3.296 6.573
H -0.565 2.730 3.609
H -2.165 3.410 3.271
H -1.948 2.297 4.630
H 0.393 5.605 4.834
H -1.204 6.283 4.495
H -0.406 5.251 3.284
```



This record from the Open Molecules 2025 dataset describes a cluster of 4 separate species, C27H64N4O7 in total in a non-equilibrium geometry. The level of theory is ωB97M-V with the def2-TZVPD basis set.

Summary:
F_max, eV/A: 2.58
Energy above the lowest of the compared OMol25 structures with the same formula, charge and spin, kJ/mol: 127.1
Total charge: 0
Structure (SMILES): CC1(C)CCCC(C)(C)N1O.COCCNCCOC.COCCNCCOC.COCCNCCOC
Molecular weight, Da: 556.83

The geometry in XYZ format:
```
102
C27H64N4O7 (ωB97M-V with the def2-TZVPD basis set)
C -3.927 -5.488 3.278
C -3.218 -4.149 3.056
C -1.785 -4.239 3.635
C -0.857 -5.078 2.770
C -0.793 -4.397 1.391
C -2.155 -4.262 0.661
N -3.161 -3.775 1.629
O -4.394 -3.498 1.043
C -1.941 -3.121 -0.323
C -2.517 -5.607 -0.008
C -3.965 -3.079 3.802
H -3.465 -6.320 2.746
H -4.947 -5.441 2.876
H -4.058 -5.751 4.328
H -1.392 -3.325 4.076
H -1.945 -4.835 4.547
H -1.055 -6.149 2.741
H 0.134 -5.008 3.232
H -0.067 -4.962 0.804
H -0.437 -3.382 1.576
H -2.883 -2.922 -0.853
H -1.853 -2.186 0.232
H -1.178 -3.320 -1.073
H -3.437 -5.496 -0.577
H -1.661 -5.968 -0.574
H -2.661 -6.296 0.826
H -4.964 -2.917 3.375
H -3.575 -2.062 3.859
H -4.230 -3.389 4.818
H -4.951 -4.295 1.088
C 0.046 -0.352 3.050
O 1.064 -0.546 2.106
C 0.963 0.263 0.953
C 0.974 -0.529 -0.337
N 2.072 -1.474 -0.285
C 1.930 -2.682 -1.068
C 2.000 -2.336 -2.559
O 0.957 -2.990 -3.249
C 0.816 -2.622 -4.613
H -0.388 0.646 3.014
H 0.457 -0.496 4.057
H -0.747 -1.109 3.085
H 1.832 0.934 0.924
H 0.097 0.931 0.957
H 0.866 0.177 -1.170
H 0.017 -1.063 -0.459
H 2.411 -1.582 0.655
H 0.984 -3.200 -0.878
H 2.765 -3.355 -0.878
H 2.973 -2.669 -2.957
H 1.930 -1.264 -2.791
H 0.313 -3.441 -5.115
H 1.816 -2.483 -5.028
H 0.218 -1.714 -4.690
C 4.482 0.488 -0.417
O 4.187 1.845 -0.658
C 3.321 2.136 -1.735
C 4.027 3.233 -2.586
N 4.189 4.490 -1.884
C 3.074 5.404 -1.998
C 3.269 6.711 -1.258
O 3.345 6.402 0.121
C 3.918 7.448 0.858
H 5.116 0.380 0.465
H 5.033 0.095 -1.274
H 3.574 -0.059 -0.153
H 2.403 2.594 -1.362
H 3.253 1.248 -2.369
H 3.459 3.354 -3.516
H 5.033 2.890 -2.851
H 4.217 4.184 -0.910
H 2.079 4.940 -1.919
H 2.923 5.782 -3.028
H 2.518 7.469 -1.520
H 4.161 7.171 -1.712
H 4.061 7.137 1.896
H 3.426 8.426 0.833
H 4.961 7.646 0.562
C 0.965 4.274 1.131
O -0.008 4.727 0.212
C -1.317 4.813 0.699
C -2.300 4.131 -0.226
N -2.410 2.685 -0.014
C -3.324 2.085 -1.044
C -3.012 0.628 -1.254
O -1.683 0.596 -1.778
C -1.466 -0.127 -2.971
H 0.882 3.203 1.322
H 0.904 4.904 2.023
H 1.964 4.453 0.735
H -1.675 5.843 0.815
H -1.367 4.377 1.704
H -1.995 4.385 -1.257
H -3.286 4.611 -0.257
H -1.544 2.348 -0.451
H -3.271 2.639 -1.992
H -4.327 2.334 -0.675
H -3.797 0.169 -1.859
H -2.955 0.099 -0.299
H -1.470 -1.205 -2.787
H -0.443 0.110 -3.274
H -2.121 0.173 -3.792
```



no.,E_tot (eV)
1,-105574.44705
2,-61889.71055
3,-83598.32572
4,-49322.64909